{
  "formula": "C25H21BBrN4O10SY",
  "method": "wB97M-V/def2-TZVPD",
  "orbital_gap_ev": 8.09,
  "multiplicity": 1,
  "homo_ev": -8.47,
  "relative_energy_ev": 0.1351,
  "species": ["Y", "O", "C", "O", "C", "C", "C", "C", "C", "C", "O", "N", "O", "O", "N", "O", "O", "H", "H", "O", "C", "C", "C", "N", "C", "Br", "C", "H", "H", "H", "H", "C", "C", "C", "C", "C", "C", "C", "C", "O", "B", "O", "C", "C", "H", "H", "H", "H", "H", "H", "H", "H", "H", "H", "H", "H", "S", "C", "C", "N", "C", "H", "H", "H"],
  "xyz": [[-0.15, 0.21, -0.15], [-1.17, 3.65, 2.07], [-0.96, 2.99, 1.09], [-0.13, 1.97, 1.04], [-1.62, 3.32, -0.24], [-1.81, 4.65, -0.56], [-2.31, 5.00, -1.81], [-2.61, 4.05, -2.76], [-2.42, 2.72, -2.43], [-1.99, 2.30, -1.16], [-1.97, 1.04, -0.85], [-2.68, 1.71, -3.49], [-1.89, 0.78, -3.58], [-3.63, 1.89, -4.22], [-2.49, 6.41, -2.14], [-2.22, 7.23, -1.28], [-2.91, 6.69, -3.25], [-1.56, 5.41, 0.17], [-2.98, 4.33, -3.73], [3.13, -1.70, 5.19], [2.52, -1.45, 4.02], [3.20, -1.35, 2.81], [2.48, -1.08, 1.67], [1.15, -0.92, 1.67], [0.53, -1.03, 2.84], [-1.34, -0.76, 2.74], [1.14, -1.29, 4.04], [4.08, -1.77, 5.07], [4.28, -1.47, 2.76], [2.97, -0.98, 0.71], [0.58, -1.35, 4.97], [7.09, 1.14, -6.53], [6.32, 1.99, -5.52], [5.65, 3.15, -6.27], [7.32, 2.55, -4.50], [5.25, 1.18, -4.78], [5.03, -0.18, -5.02], [4.05, -0.92, -4.36], [3.29, -0.25, -3.43], [2.27, -0.71, -2.63], [1.82, 0.39, -1.85], [2.61, 1.50, -2.20], [3.49, 1.09, -3.17], [4.45, 1.83, -3.83], [7.83, 1.77, -7.03], [6.43, 0.73, -7.30], [7.62, 0.32, -6.05], [6.41, 3.73, -6.81], [5.12, 3.82, -5.60], [4.93, 2.77, -7.00], [8.08, 3.14, -5.01], [7.81, 1.74, -3.95], [6.83, 3.20, -3.77], [5.64, -0.69, -5.76], [3.90, -1.97, -4.56], [4.57, 2.88, -3.60], [-1.31, -3.64, -2.90], [-2.09, -3.92, -1.40], [-1.73, -2.97, -0.51], [-0.86, -2.02, -1.00], [-0.56, -2.27, -2.25], [-2.75, -4.76, -1.25], [-2.08, -2.89, 0.51], [0.12, -1.65, -2.83]],
  "mulliken_charge": [0.97, -0.63, 0.08, -0.80, 0.95, -0.62, -0.39, -0.49, -0.04, 0.78, -0.93, 0.89, -0.52, -0.59, 1.04, -0.62, -0.64, 0.58, 0.57, -0.51, 1.03, -0.62, -0.56, -0.15, 0.32, -0.15, -0.55, 0.31, 0.34, 0.34, 0.48, -2.18, 2.22, -1.59, -1.58, 0.21, -0.18, -1.87, 1.00, -0.09, 0.06, -0.25, 0.45, -0.94, 0.43, 0.43, 0.43, 0.44, 0.32, 0.37, 0.44, 0.36, 0.32, 0.45, 0.45, 0.48, -0.10, -0.22, -0.70, 0.04, -0.07, 0.43, 0.35, 0.22]
}

{
  "formula": "C37H47N8O2RbS3",
  "method": "wB97M-V/def2-TZVPD",
  "orbital_gap_ev": 5.39,
  "multiplicity": 1,
  "homo_ev": -6.21,
  "species": ["Rb", "C", "N", "C", "C", "N", "C", "C", "C", "C", "C", "C", "C", "S", "C", "C", "C", "C", "C", "C", "S", "H", "H", "H", "H", "H", "H", "H", "H", "H", "H", "H", "H", "H", "H", "H", "H", "H", "H", "O", "C", "O", "C", "C", "C", "C", "C", "C", "N", "C", "C", "C", "C", "C", "C", "N", "H", "H", "H", "H", "H", "H", "H", "H", "H", "H", "N", "C", "C", "N", "C", "C", "H", "H", "H", "H", "H", "H", "H", "H", "H", "H", "H", "S", "C", "N", "C", "C", "C", "N", "H", "H", "H", "H", "H", "H", "H", "H"],
  "xyz": [[0.02, -0.49, -0.66], [3.59, -1.83, -0.67], [3.00, -0.50, -0.76], [3.21, 0.03, -2.11], [2.30, 1.21, -2.45], [1.03, 0.77, -3.02], [0.04, 1.83, -3.02], [1.17, 0.14, -4.32], [1.56, 0.93, -5.40], [1.70, 0.42, -6.67], [1.45, -0.94, -6.86], [1.07, -1.73, -5.80], [0.91, -1.23, -4.49], [0.43, -2.34, -3.22], [3.37, 0.34, 0.34], [4.18, 1.46, 0.14], [4.59, 2.27, 1.19], [4.22, 1.93, 2.48], [3.40, 0.83, 2.69], [2.93, 0.04, 1.65], [1.76, -1.23, 2.07], [4.65, -1.82, -0.97], [3.04, -2.50, -1.35], [3.52, -2.20, 0.35], [2.98, -0.79, -2.80], [4.26, 0.30, -2.28], [2.83, 1.89, -3.14], [2.09, 1.79, -1.55], [0.35, 2.73, -3.57], [-0.17, 2.14, -1.99], [-0.89, 1.46, -3.47], [1.75, 1.99, -5.23], [2.00, 1.05, -7.50], [1.55, -1.38, -7.85], [0.87, -2.79, -5.96], [4.50, 1.72, -0.86], [5.21, 3.13, 1.00], [4.58, 2.51, 3.33], [3.11, 0.56, 3.70], [2.21, 3.81, 4.43], [0.99, 4.32, 4.20], [0.63, 5.33, 4.75], [0.13, 3.56, 3.24], [0.19, 2.17, 3.16], [-0.58, 1.50, 2.23], [-1.40, 2.21, 1.36], [-1.48, 3.60, 1.46], [-0.73, 4.26, 2.41], [-2.01, 1.44, 0.34], [-2.99, 1.83, -0.36], [-3.43, 1.01, -1.52], [-4.39, 1.51, -2.39], [-4.69, 0.78, -3.52], [-4.04, -0.42, -3.74], [-3.10, -0.85, -2.80], [-2.81, -0.16, -1.71], [2.42, 3.10, 3.80], [0.85, 1.59, 3.80], [-0.51, 0.42, 2.16], [-2.09, 4.17, 0.76], [-0.78, 5.34, 2.50], [-3.52, 2.77, -0.19], [-4.86, 2.47, -2.19], [-5.43, 1.14, -4.23], [-4.22, -1.01, -4.62], [-2.54, -1.77, -2.95], [1.44, -4.12, 1.32], [1.76, -5.12, 0.26], [0.78, -4.99, -0.91], [-0.61, -5.01, -0.49], [-0.87, -4.00, 0.52], [0.01, -4.14, 1.75], [1.67, -3.12, 1.06], [2.04, -4.27, 2.13], [1.69, -6.11, 0.72], [2.79, -4.95, -0.06], [0.97, -5.78, -1.62], [0.96, -4.05, -1.44], [-0.89, -5.93, -0.17], [-1.92, -3.99, 0.81], [-0.65, -3.03, 0.06], [-0.17, -5.09, 2.26], [-0.13, -3.32, 2.45], [-2.67, -2.17, 2.87], [-3.15, -0.67, 3.47], [-2.94, -0.33, 4.75], [-3.37, 0.92, 5.36], [-3.45, 2.01, 4.31], [-4.28, 1.51, 3.14], [-3.75, 0.23, 2.68], [-2.51, -1.04, 5.31], [-2.65, 1.19, 6.13], [-4.34, 0.79, 5.85], [-2.45, 2.27, 3.96], [-3.91, 2.91, 4.73], [-4.24, 2.22, 2.31], [-5.33, 1.40, 3.43], [-3.84, -0.04, 1.71]],
  "mulliken_charge": [0.55, -1.45, 1.32, -1.56, -0.70, 1.85, -1.09, -1.53, -0.26, -1.01, -0.54, -0.60, 0.91, -0.45, -0.12, -0.28, -1.29, -0.49, -1.16, 0.60, -0.21, 0.30, 0.20, 0.57, 0.65, 0.32, 0.02, 0.77, 0.35, 0.21, 0.25, 0.25, 0.39, 0.36, 0.44, 0.38, 0.41, 0.70, 0.50, -0.53, 0.24, -0.58, 0.22, -0.65, -0.19, 0.27, -0.81, -1.19, 1.18, -0.82, 0.43, -0.95, -0.42, -0.82, -0.15, 0.17, 0.33, 0.92, 0.32, 0.47, 0.50, 0.30, 0.44, 0.43, 0.43, 0.37, 0.53, -0.71, 0.13, -0.34, -0.31, -0.56, -0.66, 0.36, 0.36, 0.41, 0.47, -0.53, 0.30, 0.44, -0.19, 0.25, 0.41, -0.48, 0.09, -0.09, -0.81, 0.12, -0.56, 0.02, 0.22, 0.45, 0.31, -0.38, 0.50, 0.19, 0.45, 0.11]
}

{
  "formula": "C4H6",
  "method": "wB97M-V/def2-TZVPD",
  "smiles": "C=CC=C",
  "orbital_gap_ev": 9.76,
  "multiplicity": 1,
  "homo_ev": -8.83,
  "relative_energy_ev": 0.8065,
  "species": ["C", "C", "C", "C", "H", "H", "H", "H", "H", "H"],
  "xyz": [[1.81, 0.08, -0.19], [0.57, -0.32, 0.16], [-0.58, 0.52, 0.13], [-1.78, -0.14, -0.14], [2.54, -0.63, 0.01], [2.14, 1.11, -0.41], [0.49, -1.40, 0.56], [-0.53, 1.64, 0.45], [-1.90, -1.22, -0.37], [-2.76, 0.34, -0.22]],
  "mulliken_charge": [-0.79, 0.00, -0.02, -0.73, 0.29, 0.26, 0.25, 0.27, 0.21, 0.26]
}

{
  "formula": "C4H8",
  "method": "wB97M-V/def2-TZVPD",
  "orbital_gap_ev": 6.33,
  "multiplicity": 1,
  "homo_ev": -7.35,
  "relative_energy_ev": 6.8257,
  "species": ["C", "C", "C", "C", "H", "H", "H", "H", "H", "H", "H", "H"],
  "xyz": [[1.00, 0.65, -0.63], [0.19, -0.53, -0.21], [0.92, -1.02, 0.86], [-1.11, -0.64, -0.68], [1.81, 0.24, -1.22], [0.49, 1.54, -0.29], [-3.50, 5.70, 2.13], [0.27, -1.69, 1.43], [1.94, -0.67, 0.85], [-1.64, -1.13, 0.14], [-4.09, 5.84, 2.55], [-1.00, -0.51, -1.75]],
  "mulliken_charge": [-0.80, 0.43, -0.70, -0.86, 0.39, 0.34, 0.00, 0.24, 0.36, 0.25, 0.00, 0.35]
}

{
  "formula": "C3H3O3S",
  "method": "wB97M-V/def2-TZVPD",
  "smiles": "CC#CS(=O)(=O)[O-]",
  "orbital_gap_ev": 8.42,
  "multiplicity": 1,
  "homo_ev": -4.95,
  "charge": -1,
  "relative_energy_ev": 2.1754,
  "species": ["C", "C", "C", "S", "O", "O", "O", "H", "H", "H"],
  "xyz": [[2.21, -0.02, 0.19], [0.81, -0.10, -0.07], [-0.35, -0.14, -0.37], [-2.28, -0.04, -0.23], [-2.48, 1.42, -0.33], [-2.77, -0.73, -1.38], [-2.83, -0.52, 1.12], [2.89, -0.86, -0.01], [2.71, 0.84, -0.22], [2.10, 0.15, 1.29]],
  "mulliken_charge": [-1.17, 0.88, -0.69, 1.13, -0.66, -0.63, -0.65, 0.26, 0.28, 0.24]
}